The following is a quantum chemistry calculation of a structure of composition C44H39FeN7P2S2Se, from the OMol25 dataset.

Geometry as XYZ:
```
96
Properties=species:S:1:pos:R:3:mulliken_charge:R:1
Fe 0.838 0.362 -0.960 0.08
S 1.283 2.786 0.086 -0.66
P 0.469 1.689 1.558 2.16
C 0.306 0.088 1.002 0.30
P -0.662 -1.155 1.671 1.33
S -2.510 -1.444 0.945 -0.53
C -0.775 -1.022 3.499 0.56
C 0.384 -1.134 4.263 -0.41
C 0.324 -1.065 5.646 -0.66
C -0.894 -0.863 6.279 -0.57
C -2.052 -0.740 5.526 -0.81
C -1.994 -0.832 4.142 -0.35
C 0.250 -2.740 1.531 0.19
C -0.422 -3.956 1.595 -0.63
C 0.281 -5.150 1.534 -0.66
C 1.665 -5.139 1.411 -0.68
C 2.341 -3.929 1.350 -0.73
C 1.634 -2.738 1.407 -0.06
C 1.527 1.859 3.050 0.24
C 2.911 1.877 2.885 -0.63
C 3.754 1.923 3.983 -0.74
C 3.221 1.962 5.266 -0.64
C 1.846 1.953 5.440 -0.64
C 1.003 1.899 4.337 -0.17
C -1.037 2.586 2.099 0.04
C -2.297 2.008 2.071 0.41
C -3.419 2.741 2.446 -1.42
C -3.285 4.059 2.851 -0.46
C -2.025 4.651 2.868 -0.75
C -0.913 3.921 2.487 -0.56
H 1.342 -1.272 3.773 0.26
H 1.232 -1.154 6.228 0.45
H -0.941 -0.807 7.360 0.40
H -3.006 -0.587 6.017 0.42
H -2.897 -0.775 3.546 0.39
H -1.504 -3.956 1.676 0.44
H -0.251 -6.092 1.582 0.41
H 2.212 -6.072 1.358 0.39
H 3.420 -3.915 1.247 0.42
H 2.136 -1.781 1.350 0.14
H 3.317 1.895 1.880 0.38
H 4.828 1.947 3.842 0.43
H 3.877 2.007 6.127 0.38
H 1.424 1.978 6.437 0.45
H -0.070 1.871 4.487 0.32
H -2.422 0.984 1.741 0.19
H -4.396 2.272 2.426 0.47
H -4.157 4.630 3.146 0.39
H -1.914 5.683 3.175 0.41
H 0.066 4.386 2.485 0.39
N -3.237 1.234 -2.220 0.22
C -2.115 0.921 -1.553 -0.74
N -0.934 0.932 -2.080 0.52
C -0.764 1.331 -3.392 -0.19
N 0.414 1.463 -3.922 -1.40
N 1.391 1.108 -3.018 1.05
C 2.609 1.230 -3.354 -0.90
C 3.607 0.830 -2.354 0.95
C 4.968 0.975 -2.579 -1.09
C 5.850 0.607 -1.576 -0.34
C 5.345 0.112 -0.386 -1.17
C 3.966 -0.001 -0.246 -0.24
N 3.118 0.342 -1.204 0.52
C -1.955 1.611 -4.196 0.73
C -1.890 1.927 -5.556 -0.28
C -3.042 2.179 -6.268 -0.90
C -4.283 2.124 -5.627 -0.40
C -4.370 1.817 -4.286 -0.90
C -3.200 1.560 -3.571 0.01
H -4.118 1.187 -1.734 0.32
H -2.224 0.593 -0.521 0.16
H 2.905 1.622 -4.325 0.33
H 5.319 1.377 -3.521 0.48
H 6.918 0.712 -1.721 0.42
H 5.997 -0.180 0.425 0.49
H 3.520 -0.364 0.671 0.31
H -0.916 1.973 -6.023 0.48
H -2.988 2.427 -7.319 0.43
H -5.188 2.326 -6.185 0.42
H -5.330 1.775 -3.787 0.42
C -1.872 -3.586 -1.759 -0.57
N -1.500 -2.931 -3.007 0.40
C -2.295 -2.895 -4.131 -0.76
C -1.552 -2.364 -5.127 -0.36
N -0.310 -2.086 -4.595 0.34
C 0.843 -1.650 -5.368 -0.83
C -0.286 -2.413 -3.285 -0.22
Se 1.148 -2.239 -2.116 -0.17
H -2.860 -3.257 -1.452 0.37
H -1.159 -3.299 -0.990 -0.12
H -1.848 -4.667 -1.900 0.31
H -3.309 -3.255 -4.123 0.52
H -1.789 -2.167 -6.157 0.46
H 0.544 -1.609 -6.413 0.31
H 1.652 -2.368 -5.243 0.35
H 1.174 -0.665 -5.049 0.23
```

As for the LUMO energy (alpha / beta): -0.0245 / -0.0250 Ha. As for the multiplicity: 5. The value obtained for the HOMO energy (alpha / beta) is -6.37 / -6.62 eV. The calculation puts the total energy at -7227.723177 Eh. The value obtained for the largest force on an atom is 0.50 eV/A. The energy relative to the best compared isomer or geometry (same formula, charge and spin) comes out at 0.0 kJ/mol. Its frontier orbital gap (alpha / beta) is 5.70 / 5.94 eV.